{"formula": "C28H34BrMnN8O", "method": "the ωB97M-V functional and the def2-TZVPD basis", "energy_ev": -144894.1771, "multiplicity": 4, "charge": 3, "lumo_ev": [-10.7, -10.0], "gap_ev": [5.18, 5.92], "molar_mass_da": 633.5, "symbols": ["Mn", "Br", "C", "C", "C", "C", "O", "C", "C", "N", "C", "C", "C", "C", "C", "C", "C", "C", "N", "C", "C", "H", "H", "H", "H", "H", "H", "H", "H", "H", "H", "C", "N", "C", "C", "N", "C", "C", "N", "C", "C", "N", "C", "N", "C", "C", "C", "N", "C", "H", "H", "H", "H", "H", "H", "H", "H", "H", "H", "H", "H", "H", "H", "H", "H", "H", "H", "H", "H", "H", "H", "H", "H"], "positions_angstrom": [[-0.15, 0.01, 0.02], [4.44, 0.46, 5.79], [3.08, 0.32, 4.52], [1.73, 0.24, 4.95], [0.69, 0.13, 4.06], [0.96, 0.11, 2.69], [-0.04, 0.03, 1.83], [2.29, 0.18, 2.25], [2.60, 0.09, 0.88], [1.76, -0.02, -0.12], [2.25, -0.20, -1.46], [3.55, -0.42, -1.84], [3.87, -0.54, -3.22], [2.91, -0.42, -4.18], [1.56, -0.20, -3.81], [0.50, -0.03, -4.72], [-0.77, 0.23, -4.25], [-0.99, 0.29, -2.87], [-0.02, 0.09, -1.99], [1.25, -0.12, -2.44], [3.36, 0.29, 3.19], [1.53, 0.26, 6.01], [-0.33, 0.07, 4.41], [3.65, 0.11, 0.62], [4.36, -0.52, -1.13], [4.90, -0.71, -3.49], [3.16, -0.50, -5.23], [0.69, -0.08, -5.78], [-1.60, 0.40, -4.93], [-1.97, 0.51, -2.48], [4.38, 0.34, 2.83], [-3.30, -3.43, -1.00], [-2.14, -3.75, -0.17], [-1.77, -5.17, 0.00], [-0.38, -5.10, 0.65], [-0.02, -3.68, 0.47], [1.23, -3.15, 0.98], [-1.07, -2.97, 0.08], [-1.06, -1.63, -0.02], [-2.28, -0.84, -0.01], [-2.24, 0.78, 0.49], [-1.13, 1.61, 0.06], [-1.10, 2.95, 0.24], [-0.03, 3.68, -0.09], [1.26, 3.17, -0.49], [-0.21, 5.08, 0.30], [-1.70, 5.14, 0.62], [-2.08, 3.72, 0.73], [-3.48, 3.41, 1.01], [-3.77, -4.37, -1.26], [-3.00, -2.94, -1.92], [-4.04, -2.84, -0.46], [-1.74, -5.65, -0.98], [-2.50, -5.67, 0.62], [0.35, -5.74, 0.16], [-0.41, -5.33, 1.71], [1.86, -3.99, 1.25], [1.07, -2.54, 1.88], [1.74, -2.58, 0.21], [-2.97, -1.20, 0.76], [-2.77, -0.82, -0.98], [-2.34, 0.75, 1.57], [-3.17, 1.07, 0.00], [1.16, 2.43, -1.28], [1.82, 2.76, 0.35], [1.84, 4.00, -0.90], [0.07, 5.74, -0.52], [0.41, 5.31, 1.17], [-2.28, 5.61, -0.18], [-1.91, 5.64, 1.56], [-3.90, 4.30, 1.47], [-3.58, 2.60, 1.73], [-4.04, 3.21, 0.10]]}

***

{"formula": "C12H16O2", "method": "the ωB97M-V functional and the def2-TZVPD basis", "de_lowest_ev": 4.216, "energy_ev": -16794.2024, "lumo_ev": 0.9, "gap_ev": 9.80, "molar_mass_da": 192.3, "symbols": ["C", "C", "C", "C", "C", "C", "C", "C", "O", "C", "C", "O", "C", "C", "H", "H", "H", "H", "H", "H", "H", "H", "H", "H", "H", "H", "H", "H", "H", "H"], "positions_angstrom": [[-2.79, 1.69, -0.84], [-2.06, 1.64, -1.94], [-0.61, 1.08, -2.05], [0.10, 1.07, -0.67], [0.38, 2.31, -0.08], [1.19, 2.35, 1.06], [1.30, 1.21, 1.85], [0.93, 0.00, 1.30], [1.13, -1.17, 2.02], [-0.05, -1.59, 2.54], [0.22, -0.11, 0.08], [-0.08, -1.36, -0.44], [0.92, -2.22, -0.94], [-0.17, -3.14, -1.73], [-3.89, 1.74, -0.85], [-2.27, 1.84, 0.07], [-2.54, 1.47, -2.92], [0.22, 1.61, -2.85], [-0.76, 0.00, -2.43], [0.13, 3.29, -0.64], [1.51, 3.19, 1.59], [1.89, 1.30, 2.74], [-0.41, -1.07, 3.45], [0.27, -2.54, 3.06], [-0.94, -1.88, 1.89], [1.71, -1.70, -1.63], [1.40, -2.71, -0.07], [0.43, -3.95, -2.32], [-0.54, -3.75, -0.90], [-0.86, -2.42, -2.30]]}

***

{"formula": "C3H7N3O2", "method": "the ωB97M-V functional and the def2-TZVPD basis", "de_lowest_ev": 1.148, "energy_ev": -11790.1650, "lumo_ev": 0.6, "gap_ev": 9.93, "molar_mass_da": 117.1, "symbols": ["N", "C", "C", "O", "N", "C", "N", "O", "H", "H", "H", "H", "H", "H", "H"], "positions_angstrom": [[-0.22, 2.66, 0.45], [0.06, 1.24, 0.59], [0.46, 0.62, -0.73], [0.41, 1.16, -1.81], [0.86, -0.74, -0.69], [0.31, -1.58, 0.33], [-0.58, -2.52, -0.13], [0.64, -1.56, 1.48], [0.46, 3.17, -0.07], [-1.18, 2.81, 0.22], [0.77, 0.95, 1.37], [-0.87, 0.81, 0.98], [0.87, -1.19, -1.59], [-0.78, -2.99, -1.00], [-1.21, -2.85, 0.57]]}

***

{"formula": "C22H18Br3N3O2Sc", "method": "the ωB97M-V functional and the def2-TZVPD basis", "energy_ev": -262472.8707, "charge": 3, "lumo_ev": -11.8, "gap_ev": 5.77, "molar_mass_da": 641.1, "symbols": ["Sc", "C", "C", "C", "C", "C", "C", "C", "H", "H", "H", "H", "H", "H", "H", "H", "C", "C", "C", "C", "C", "C", "Br", "C", "C", "Br", "C", "O", "C", "N", "H", "H", "H", "H", "H", "H", "Br", "C", "C", "C", "N", "C", "C", "H", "H", "H", "H", "O", "N"], "positions_angstrom": [[-0.24, -0.20, -0.20], [-3.56, -2.06, -0.86], [-2.07, -2.07, -1.05], [-1.47, -1.43, -2.14], [-0.10, -1.57, -2.40], [0.70, -2.29, -1.52], [0.12, -2.89, -0.39], [-1.24, -2.76, -0.14], [-3.83, -2.04, 0.19], [-3.95, -2.99, -1.28], [-4.04, -1.24, -1.39], [-2.09, -0.89, -2.85], [0.34, -1.12, -3.28], [1.76, -2.41, -1.73], [0.75, -3.45, 0.30], [-1.68, -3.22, 0.73], [0.28, 2.22, -2.14], [1.42, 2.23, -1.12], [2.65, 3.04, -1.25], [3.81, 2.61, -0.76], [3.89, 1.35, -0.04], [4.96, 0.81, 0.62], [6.60, 1.65, 0.68], [4.89, -0.48, 1.34], [3.75, -1.18, 1.49], [3.60, -2.76, 2.45], [2.56, -0.61, 0.90], [1.40, -0.97, 1.12], [2.71, 0.57, -0.01], [1.61, 0.86, -0.64], [0.11, 3.19, -2.60], [-1.42, 2.59, -0.94], [0.26, 1.43, -2.89], [2.56, 3.98, -1.77], [4.71, 3.20, -0.87], [5.82, -0.83, 1.78], [-5.43, 0.98, 4.06], [-4.05, 0.66, 2.87], [-4.14, 1.07, 1.54], [-3.09, 0.81, 0.69], [-1.97, 0.17, 1.08], [-1.89, -0.22, 2.37], [-2.89, 0.00, 3.29], [-5.02, 1.58, 1.18], [-3.16, 1.11, -0.35], [-0.99, -0.74, 2.68], [-2.78, -0.34, 4.31], [0.41, 2.67, -0.13], [-0.59, 2.00, -0.94]]}

***

{"formula": "C28H23Br2Cl5N2O4Sm", "method": "the ωB97M-V functional and the def2-TZVPD basis", "de_lowest_ev": 3.362, "energy_ev": -261181.1443, "multiplicity": 6, "charge": -1, "lumo_ev": [2.2, 0.9], "gap_ev": [3.09, 5.43], "molar_mass_da": 938.9, "symbols": ["Sm", "C", "C", "C", "C", "C", "Br", "N", "C", "H", "H", "H", "H", "H", "H", "O", "C", "C", "C", "N", "C", "Br", "C", "H", "H", "H", "H", "Cl", "C", "C", "C", "Cl", "C", "Cl", "C", "Cl", "C", "Cl", "O", "C", "O", "C", "C", "C", "C", "C", "C", "H", "H", "H", "H", "H", "C", "H", "H", "C", "C", "C", "O", "H", "H", "H", "H", "H", "H"], "positions_angstrom": [[0.71, 0.94, -0.02], [-0.90, -0.92, -5.95], [-0.55, -1.60, -4.66], [-0.42, -2.98, -4.56], [-0.06, -3.55, -3.35], [0.16, -2.69, -2.28], [0.70, -3.44, -0.63], [0.03, -1.38, -2.34], [-0.32, -0.85, -3.51], [-1.43, -1.59, -6.63], [0.02, -0.59, -6.46], [-1.51, -0.03, -5.77], [-0.59, -3.60, -5.43], [0.04, -4.61, -3.23], [-0.42, 0.22, -3.51], [-2.18, 4.59, -3.73], [-1.11, 3.85, -3.30], [0.20, 4.19, -3.64], [1.21, 3.38, -3.16], [1.00, 2.31, -2.40], [-0.27, 1.95, -2.04], [-0.12, 3.26, 1.20], [-1.33, 2.74, -2.51], [-1.85, 5.42, -4.10], [0.41, 5.06, -4.25], [2.24, 3.62, -3.40], [-2.35, 2.49, -2.23], [0.81, 0.43, 2.94], [-0.92, 0.55, 3.14], [-1.72, 0.01, 2.11], [-3.11, 0.25, 2.27], [-4.19, -0.34, 1.05], [-3.63, 0.93, 3.36], [-5.33, 1.15, 3.51], [-2.79, 1.43, 4.36], [-3.44, 2.27, 5.72], [-1.42, 1.24, 4.23], [-0.35, 1.90, 5.41], [4.37, -0.30, 0.19], [3.55, -0.93, 0.97], [2.32, -0.97, 0.83], [4.19, -1.66, 2.10], [5.57, -1.64, 2.27], [6.15, -2.29, 3.35], [5.35, -2.95, 4.27], [3.98, -2.96, 4.11], [3.39, -2.32, 3.03], [6.19, -1.11, 1.55], [7.23, -2.26, 3.48], [5.81, -3.45, 5.12], [3.35, -3.47, 4.84], [2.32, -2.32, 2.89], [-1.15, -0.68, 0.99], [-1.87, -1.19, 0.37], [-0.32, -1.33, 1.28], [4.98, 1.57, -1.20], [3.72, 0.82, -0.79], [3.19, -0.03, -1.96], [2.83, 1.49, -0.13], [5.75, 0.88, -1.54], [5.34, 2.15, -0.35], [4.71, 2.25, -2.01], [4.01, -0.52, -2.49], [2.64, 0.63, -2.63], [2.51, -0.80, -1.59]]}

***

{"formula": "C10H15PS2", "method": "the ωB97M-V functional and the def2-TZVPD basis", "energy_ev": -41571.0172, "lumo_ev": 0.3, "gap_ev": 8.98, "molar_mass_da": 230.3, "symbols": ["S", "P", "S", "C", "C", "C", "C", "C", "C", "H", "H", "H", "H", "H", "H", "H", "C", "C", "C", "C", "H", "H", "H", "H", "H", "H", "H", "H"], "positions_angstrom": [[2.05, -0.21, -0.04], [1.69, -2.29, 0.16], [-0.18, -2.35, 1.37], [0.88, -2.60, -1.47], [0.08, -3.77, -1.56], [-0.50, -4.06, -2.79], [-0.29, -3.18, -3.82], [0.50, -2.02, -3.72], [1.14, -1.74, -2.56], [3.35, -0.11, 0.25], [0.40, -2.90, 2.45], [-0.03, -4.39, -0.76], [-1.00, -4.98, -3.01], [-0.83, -3.28, -4.71], [0.91, -1.43, -4.59], [1.58, -0.76, -2.37], [0.39, 1.73, 2.49], [-0.69, 2.52, 2.52], [-0.62, 4.01, 2.54], [-1.82, 4.53, 1.67], [1.30, 1.93, 2.16], [0.23, 0.74, 2.73], [-1.71, 2.06, 2.73], [-0.78, 4.49, 3.58], [0.36, 4.31, 2.14], [-1.82, 3.91, 0.75], [-2.79, 4.25, 2.23], [-1.80, 5.60, 1.63]]}